Below is a cluster of 14 separate species, C90H200N8O14 in total in a non-equilibrium geometry, with properties calculated with ωB97M-V with the def2-TZVPD basis set.

The geometry in XYZ format:
```
312
Properties=species:S:1:pos:R:3:forces:R:3
H 2.083 2.778 4.446 -0.01 -0.02 0.08
H 2.208 -2.299 0.426 -0.34 -0.46 0.04
C 3.410 7.217 -0.231 -1.59 1.14 0.05
C -2.036 -9.032 -4.858 -0.48 -0.68 -1.20
H -2.585 -1.358 8.174 -0.32 0.11 -0.14
H 2.349 1.727 0.070 0.03 0.08 0.13
H -5.143 2.391 2.952 0.31 0.18 0.47
H 7.004 -4.610 -4.115 -0.32 0.41 -0.50
C 2.181 -7.317 2.986 -0.71 0.89 1.47
C 6.354 -3.822 -3.715 0.29 0.58 0.40
H -5.230 -3.336 -2.888 0.14 -0.21 0.20
H 2.059 -4.790 1.964 0.20 0.07 -0.07
H -0.340 7.199 -6.643 0.49 -0.30 0.20
H -5.001 -0.550 8.296 0.09 -0.02 -0.31
H 2.131 -5.303 5.770 0.13 0.46 0.30
C 3.554 5.740 -0.340 0.87 -0.53 0.82
C -3.359 4.472 3.175 0.02 -0.01 -0.58
H 0.167 -10.714 -3.891 -0.25 -0.11 -0.16
H 6.281 7.752 2.649 -0.05 -0.09 0.38
H 1.119 -1.491 -8.247 -0.60 0.10 0.10
H -3.487 1.298 -1.757 0.49 0.24 -0.02
H 2.822 6.884 3.846 -0.19 0.18 0.29
C -3.128 4.307 -3.579 0.02 -0.45 -1.03
H -3.697 4.129 4.148 -0.11 0.16 0.08
H -3.780 -2.687 0.659 -0.88 -0.13 0.45
O -5.191 0.065 3.851 -0.43 0.59 -0.90
C -3.195 -0.786 4.780 -0.38 0.75 -0.61
C 6.233 0.458 5.032 -0.47 0.56 0.11
C -3.630 -0.756 -1.099 -0.21 -0.58 -0.13
C 0.339 -9.726 -4.323 -0.15 -0.40 0.29
H -7.398 8.045 2.676 0.14 -0.11 0.62
H -5.613 2.658 1.360 0.03 -0.10 -0.70
C -4.536 -2.538 -2.634 1.03 0.73 -0.54
H 2.850 -0.104 -0.841 -0.10 0.40 0.16
O 4.515 0.701 -6.743 -0.46 -0.65 -0.83
H -3.869 2.315 1.754 -0.13 -0.09 -0.26
H -3.338 -2.525 3.497 0.03 -0.09 -0.24
C 6.434 1.826 -5.847 -0.68 0.61 0.47
H 5.278 3.684 5.762 0.19 -0.06 -0.09
H 2.392 -0.647 -7.437 0.02 -0.34 0.36
H 2.713 -0.146 1.313 0.22 0.01 0.15
N 0.435 -5.796 3.989 0.05 -1.41 -0.06
H 2.518 7.568 -0.783 0.17 -0.27 0.04
C -1.096 -8.818 -2.507 -0.41 0.82 0.27
C -5.484 0.811 -1.377 0.46 1.21 1.05
H 0.736 -6.923 -5.856 -0.43 -0.30 0.31
H -7.022 -1.517 5.869 0.18 -0.44 -0.14
H 1.451 7.436 -4.818 -0.27 0.12 0.03
H -7.239 0.181 5.433 -0.11 -0.28 0.05
H -2.180 -10.087 -5.128 0.17 0.00 0.33
H 5.002 0.597 -3.870 0.21 -0.03 -0.46
H 2.522 -6.981 5.654 -0.19 -0.44 -0.09
H 2.173 -2.761 -4.262 0.93 -0.99 0.06
H 4.193 -4.157 -0.947 0.10 -0.16 0.20
H 5.682 3.455 1.186 0.08 0.05 -0.10
C -7.761 0.053 -0.696 -0.34 0.37 0.83
H -7.915 6.607 1.912 0.10 -0.27 0.37
H -3.272 6.775 1.506 -0.03 -0.33 0.17
C -0.162 -4.958 -4.053 -0.02 -0.33 -0.56
H 1.153 2.984 0.462 0.32 0.07 -0.07
C 0.694 0.397 1.861 0.53 0.64 -0.77
H -4.674 -1.724 -3.345 -0.18 -0.20 -0.03
C -4.124 0.439 -1.914 -0.06 -0.33 0.30
H -5.343 1.088 -0.323 0.03 -0.29 0.07
C 2.620 -6.032 5.144 -0.43 0.09 -0.74
H 2.485 -4.624 -1.227 0.37 0.06 0.11
H 1.249 -9.373 -3.848 0.16 0.28 -0.07
H -7.533 0.382 0.316 0.30 -0.30 0.26
C 3.825 -6.320 -1.244 0.11 -0.31 -0.42
H -1.248 0.434 -1.916 -0.21 0.02 -0.08
H 2.188 4.136 7.225 -0.09 0.25 -0.08
H 5.768 0.265 2.976 -0.13 -0.15 -0.05
H 2.657 -1.459 -1.860 -0.05 0.19 -0.31
H -6.022 -0.272 -3.604 -0.10 0.09 0.05
H 3.232 -7.407 2.720 0.11 0.06 0.25
H 4.398 2.597 -6.097 0.00 0.09 -0.38
H -1.825 -1.577 3.276 0.22 -0.34 0.35
H -5.296 1.801 5.391 0.13 0.11 0.05
C 3.538 -4.840 -1.482 -1.14 -0.22 0.01
H 4.994 -0.096 -6.504 0.10 -0.35 -0.07
C 6.369 -1.489 -2.627 -0.11 -0.58 -0.40
O -6.908 -2.622 -1.039 -0.15 -0.17 -0.73
H -5.700 -0.529 3.284 0.15 -0.06 0.19
C -6.777 -0.507 6.155 -0.46 1.03 -0.32
H 0.527 -2.284 1.056 -0.21 -0.24 0.18
H -7.292 -1.388 -3.236 -0.08 -0.66 0.32
H 0.611 3.683 -5.498 0.32 0.38 -0.21
H -0.229 -1.739 -2.596 0.15 0.40 0.35
H -4.113 0.217 -2.980 -0.08 0.08 -0.06
C 4.202 7.265 2.265 0.91 -0.53 -0.01
C -5.396 6.946 1.141 -0.09 -0.79 0.31
C -1.486 -6.306 -2.397 0.26 -0.51 1.50
O -2.135 6.595 -4.845 -0.07 0.55 -0.35
O 4.052 0.722 4.023 -0.07 -0.01 0.05
H -0.637 -3.986 2.288 0.43 0.19 0.04
H 6.204 -4.133 -2.686 -0.16 0.01 0.20
O 4.718 3.666 4.979 -0.80 -0.26 0.15
C -4.784 2.841 2.032 -0.53 0.09 0.17
C -4.028 6.350 0.840 1.08 0.59 -0.78
H -8.369 -0.852 -0.628 -0.13 0.33 -0.11
N -5.994 -1.563 -0.905 0.90 0.89 0.96
H 0.635 -2.891 -6.155 0.38 0.20 -0.18
C 1.447 -1.186 -7.256 0.96 -0.62 0.15
H 4.481 2.242 -3.821 -0.42 0.07 0.18
H -0.219 7.600 -4.100 0.10 0.41 -0.59
H -0.842 2.718 -3.960 -0.66 0.07 -0.18
H 5.342 -1.212 -2.899 0.17 -0.08 0.02
H -2.739 -6.277 2.751 0.20 -0.14 -0.36
C -0.492 -4.961 1.836 -1.07 0.08 -0.75
H 6.120 6.789 -0.231 -0.22 -0.15 0.53
C -2.035 -7.691 -2.049 -0.23 -0.22 0.78
H 2.827 8.642 1.289 0.12 0.28 0.24
H 1.854 0.064 -2.322 0.01 0.17 -0.14
H -2.571 1.203 5.516 0.06 0.03 -0.34
H -2.744 -2.563 6.006 -0.57 0.47 0.01
H 3.689 -5.810 5.071 -0.21 0.09 -0.11
H -2.972 5.481 3.239 0.08 -0.05 0.16
C 0.296 1.048 0.499 -0.60 0.36 -0.56
C 4.699 5.308 0.640 -0.13 0.32 0.94
H -2.969 1.098 3.751 -0.06 0.19 0.39
C 0.892 -1.105 -0.749 -0.68 0.69 0.04
H -6.046 6.650 0.312 -0.44 -0.36 0.39
C -0.978 1.858 0.689 -0.28 -0.69 1.34
C 1.308 -7.479 1.810 -0.02 0.37 -2.02
H -2.009 -6.820 4.274 0.02 0.32 -0.27
H 1.547 -8.430 1.319 -0.24 0.04 0.02
H 4.196 7.768 -0.711 0.81 0.29 0.17
C 1.800 -0.631 1.637 -1.59 -0.30 0.34
H -2.844 0.225 7.433 0.43 -0.35 -0.17
H 5.547 -7.306 -1.553 -0.48 0.22 0.00
C 1.312 2.037 -0.059 0.61 0.18 0.07
H -1.470 0.452 4.353 0.02 -0.10 0.16
H 1.988 4.772 -5.068 -0.26 -0.52 0.27
H -7.713 6.534 3.688 -0.11 0.41 0.04
C -6.862 -0.448 -2.932 -0.51 0.88 -1.22
H -3.350 -3.669 -0.619 -0.30 -0.05 -0.37
C -2.895 -1.531 3.467 -0.10 0.27 0.10
H -8.322 0.903 -1.084 -0.13 -0.16 -0.51
C -0.159 -7.393 2.179 0.20 0.13 0.95
H 3.206 -1.546 -5.238 0.14 -0.14 0.61
H 3.556 -4.899 2.864 0.09 0.21 0.15
C -1.940 -6.076 3.459 0.36 -0.27 0.82
C 0.140 5.740 -5.086 -1.92 0.52 0.04
H 1.581 -6.706 1.071 -0.24 -0.20 -0.03
C 2.353 3.835 4.424 -0.43 0.29 -0.45
H -5.180 6.622 4.544 -0.13 0.18 0.39
C 4.995 -1.444 3.996 0.17 -0.65 -0.06
N 4.532 5.814 2.090 -1.21 -0.39 -0.94
C -4.585 -0.961 7.362 -0.55 0.30 -0.22
O -0.154 -7.276 -5.672 0.68 0.34 -1.85
H 2.634 4.104 3.399 0.41 -0.11 0.18
C -0.813 -8.790 -3.992 0.36 1.69 -0.50
H -1.489 -1.435 5.842 -0.36 0.43 0.35
H 3.586 5.260 5.466 -0.47 0.00 -0.02
H -3.818 5.135 -3.753 0.17 0.07 0.44
C -4.511 4.348 2.109 0.31 -1.72 3.17
H 1.051 4.672 -2.730 0.42 -0.19 0.49
H 7.243 0.073 4.926 -0.01 -0.26 -0.01
H 3.862 5.355 -1.333 -0.24 0.37 0.35
C -5.033 1.300 6.324 -1.06 0.17 0.11
C 4.761 3.807 0.723 -0.34 -0.68 0.11
H 6.767 5.567 0.900 0.51 -0.09 -0.12
H 3.884 -6.543 -0.182 0.10 0.05 0.36
H 4.294 1.621 4.265 -0.19 0.45 -0.01
H 0.493 -9.831 -5.392 0.04 0.04 -0.13
O 2.454 -3.403 -6.916 -0.13 0.00 -0.36
N -0.275 -7.380 -4.311 -0.45 0.04 2.93
C -1.684 4.754 -3.496 0.53 -0.40 -0.79
H 6.256 5.241 -0.812 0.32 -0.71 0.12
H 2.827 -6.940 -2.967 -0.28 -0.12 -0.41
H -0.184 0.014 2.374 -0.28 -0.67 -0.36
H -3.499 -2.838 -2.783 -0.03 -0.57 -0.25
O 5.062 -6.539 -1.892 1.46 -0.16 0.01
C 4.894 1.669 -5.824 1.00 0.54 0.87
H -2.790 6.488 -5.555 0.57 -0.28 0.24
O 5.721 5.462 2.810 -0.73 -0.07 0.39
H -2.643 -1.068 -1.445 0.06 -0.23 -0.09
H -1.349 -5.089 1.167 -0.10 -0.08 0.00
H 5.789 8.057 1.039 -0.12 0.23 -0.09
C -5.290 -0.209 6.150 1.78 -0.46 1.43
H 5.376 -3.748 -4.178 -0.08 -0.35 -0.33
H -5.121 8.189 3.715 0.13 -0.16 -0.03
H -3.186 -6.680 -4.374 0.26 0.12 0.29
H -1.780 5.200 -1.376 -0.12 -0.12 0.19
H -6.667 3.958 3.958 0.15 0.24 -0.27
C -1.097 -6.161 -3.812 1.01 -1.35 -2.66
H -0.801 -2.487 -1.111 0.42 -0.12 0.04
H 3.557 8.551 3.895 -0.51 0.02 -0.30
C 0.107 -2.143 -1.629 0.34 0.50 0.21
C 2.809 -7.219 -1.923 -1.55 0.80 0.60
H -1.718 1.177 1.123 -0.24 0.14 -0.16
H 1.129 6.222 -6.982 0.38 0.00 -0.20
N -0.080 0.008 -0.513 0.32 -1.16 1.55
H -2.041 6.631 -2.431 -0.64 -0.30 -0.03
C 5.277 0.014 3.929 0.56 0.61 0.13
H 4.669 3.386 -0.283 0.14 -0.07 0.04
H 5.381 4.873 3.522 0.22 0.28 -0.49
H -2.137 -5.079 3.864 -0.07 -0.14 0.10
H -0.006 -4.815 -5.138 -0.03 -0.13 0.49
C -5.885 6.519 2.563 1.59 -1.04 -1.43
H 0.361 -5.040 1.192 0.49 0.43 -0.19
C 1.326 -1.684 0.645 0.58 0.44 -1.66
H -3.895 6.903 3.454 -0.23 0.43 -0.30
H -0.636 -6.127 -1.734 0.32 0.02 -0.06
H -7.650 0.258 -3.200 0.11 0.26 -0.12
H 6.864 2.029 -6.831 -0.24 -0.24 0.11
H -1.848 -8.538 -5.825 -0.21 -0.21 0.33
H -4.694 4.537 -0.019 -0.49 -0.14 0.02
H 3.637 -4.629 -2.546 0.08 -0.06 -0.14
C -4.037 4.824 0.801 -0.60 1.20 -0.61
C -4.594 -2.008 -1.208 -0.83 1.12 -0.45
H 3.207 -2.937 -7.304 -0.11 -0.19 0.08
H -1.483 -9.796 -2.208 0.02 0.04 -0.06
C -2.522 0.592 4.615 -0.09 0.09 -0.31
H 6.958 -0.567 -2.447 -0.22 -0.50 -0.22
C 0.621 6.940 -4.306 0.33 0.18 1.40
C 2.477 -4.786 2.969 -0.18 -0.29 -0.50
H 7.514 -1.037 -4.877 0.29 0.45 -0.15
C -6.508 -0.249 -1.475 -0.58 -2.68 -0.50
H -0.173 -8.623 -1.957 0.28 -0.31 -0.09
H 5.261 9.158 2.296 -0.04 -0.14 0.07
H -5.050 -3.801 -0.150 -0.10 -0.07 0.56
C 5.440 8.102 2.064 0.49 0.97 -0.56
H -2.503 3.855 2.905 -0.05 -0.23 -0.25
H -0.621 -4.046 -3.694 -0.16 0.29 0.25
H -2.177 -5.496 -2.165 -0.33 -0.05 0.10
H 1.799 -7.017 -1.502 0.36 0.10 -0.42
H -2.700 -5.000 -4.456 -0.36 0.25 -0.22
H 4.467 7.243 4.442 0.16 -0.47 -0.17
H -0.298 -8.157 2.948 -0.45 -0.35 -0.20
H -3.009 -8.677 -4.501 0.46 -0.03 0.30
C 2.122 -0.571 -1.490 0.47 -1.58 -0.07
O 0.195 -4.479 4.465 0.27 0.11 -0.17
N -4.703 -0.711 4.901 1.00 -1.37 0.55
H -0.771 2.611 1.450 -0.17 0.30 -0.10
C 6.044 5.752 0.124 0.16 0.88 -1.46
N -5.770 4.995 2.610 -0.64 1.10 -1.36
H 0.957 6.715 -3.289 0.38 -0.24 -0.19
O 6.991 -1.828 -4.962 -0.40 -0.33 -0.73
H 1.870 -8.100 3.664 0.45 -0.46 0.48
C 0.774 3.912 -3.453 -0.33 0.19 0.92
H -3.447 -0.418 -0.067 -0.44 -0.34 -0.05
H 1.931 -1.155 2.579 0.61 0.07 0.20
H -3.105 4.311 0.549 0.29 0.47 0.26
H -5.735 1.655 7.081 0.07 0.18 0.08
O -0.329 0.647 -1.739 -0.04 0.25 -0.41
H -3.251 -0.950 2.603 -0.35 -0.26 0.31
H -1.370 2.299 -0.214 0.05 0.22 -0.28
H 2.214 7.021 1.490 -0.14 -0.04 0.27
C -2.366 -6.015 -4.657 -0.58 0.52 -0.07
H 1.157 2.204 -1.133 -0.08 -0.01 0.36
H -3.234 3.673 -4.460 -0.07 -0.32 0.04
H -3.397 3.746 -2.696 -0.24 -0.12 0.34
C 3.121 3.701 6.869 -0.56 0.14 -0.83
C 3.713 7.490 3.695 0.08 -0.04 -0.06
H 2.568 5.319 -0.105 0.36 -0.43 0.20
C -0.521 -6.063 2.866 0.07 0.29 -0.17
H 8.035 -2.558 -3.355 0.06 -0.12 -0.20
H -7.270 -0.301 7.110 0.36 0.02 0.06
H 2.893 -8.296 -1.835 0.74 -0.15 0.18
C -3.077 -0.844 7.335 0.49 0.04 -0.61
H 0.823 -5.085 -3.577 -0.38 -0.09 -0.02
C -4.224 -3.113 -0.244 1.51 0.23 -0.11
H 1.566 -1.291 -4.509 0.19 0.82 -0.26
H 6.809 0.919 -5.401 0.46 -0.52 -0.20
H 6.299 1.545 4.999 0.17 0.13 -0.04
H -0.531 5.545 -7.086 0.15 -0.42 -0.53
H 1.457 4.451 4.591 0.11 -0.31 0.30
H 0.744 -2.967 -1.944 0.09 -0.34 0.44
C 0.953 4.474 -4.806 0.03 0.55 -2.24
C -7.313 6.956 2.767 -0.44 -0.35 -0.86
H 4.567 -1.791 3.064 -0.33 -0.17 -0.13
H 2.199 -3.818 3.393 0.26 -0.22 0.22
H 6.319 -2.073 -1.709 0.02 0.25 0.26
H -5.425 8.027 1.096 0.42 0.38 0.12
H 4.332 -1.704 4.833 0.23 0.13 -0.20
C -0.699 3.557 -3.277 -0.44 0.13 -0.21
C 3.410 4.179 5.436 1.00 0.49 0.46
H -4.032 1.606 6.621 -0.20 -0.24 -0.02
H 3.941 3.418 1.321 -0.24 -0.05 0.05
H -3.071 -7.812 -2.331 -0.26 -0.13 -0.80
H -5.885 1.742 -1.782 -0.04 -0.06 -0.50
H 1.397 3.012 -3.366 -0.08 0.23 0.36
C 0.140 6.207 -6.557 -1.05 -0.24 0.55
H 3.403 0.923 -4.454 -0.35 0.32 0.03
H 5.958 -1.942 4.110 -0.08 -0.30 0.10
H 6.760 2.610 -5.162 -0.09 0.19 -0.05
H 0.828 -0.482 -6.732 -0.74 0.42 -0.23
H -6.991 -2.926 -1.982 0.32 0.63 0.83
C -2.586 -1.464 5.998 0.59 -0.54 0.26
C 1.908 -5.983 3.752 0.56 0.49 0.28
H -2.262 -6.144 -5.737 0.45 0.16 0.23
C 4.406 1.335 -4.419 0.44 0.05 0.34
C -1.542 5.668 -2.323 1.21 1.47 0.15
H -0.215 -4.614 5.320 -0.07 -0.09 0.21
H -0.930 3.195 -2.280 0.22 -0.22 0.23
H -0.820 -7.548 1.318 0.06 -0.07 0.27
H 1.038 1.130 2.603 0.16 0.40 -0.55
H -4.799 -2.024 7.371 -0.51 -0.26 -0.26
C 1.611 -2.404 -6.330 0.43 0.09 -0.07
H 2.940 2.630 6.881 0.40 -0.23 0.11
H 3.889 4.026 7.565 0.24 -0.23 0.05
O -5.986 4.645 3.956 -0.12 -0.61 0.60
C 3.109 7.596 1.247 0.24 -0.42 -0.72
C -4.948 7.112 3.607 -0.38 0.44 0.55
H -3.683 6.671 -0.132 -0.06 0.39 -0.52
C 6.996 -2.434 -3.696 0.42 0.19 1.63
H 5.813 0.219 6.010 0.12 -0.25 0.07
H -0.504 5.995 -2.331 0.14 -0.22 0.72
H -2.141 -7.807 -0.965 0.30 0.31 0.14
N -1.350 5.410 -4.797 0.72 -0.59 0.03
C 2.239 -1.991 -5.007 -1.49 0.65 -0.20
```
Positions in Å, forces in eV/Å.

Its HOMO energy is -8.3 eV. The value obtained for the HOMO-LUMO gap is 8.68 eV. Its relative energy (zero: lowest compared OMol25 entry of this formula, charge and spin) is 0.0 kJ/mol. For the total energy, the calculation gives -137150.0510 eV. The value obtained for the strongest force on any atom is 3.6 eV/A.